ORCA calculation (the ωB97M-V functional and the def2-TZVPD basis) on an isolated ion of composition C6H6N3O4 and charge -1.

Its charge is -1. The maximum force comes out at 3.96 eV/Å. The value obtained for the HOMO energy is -5.56 eV. The energy above the lowest of the compared OMol25 structures with the same formula, charge and spin is 0.1691 eV. Its structure (SMILES) is CCO[C@@]([O-])(N=C=O)O/N=C/C#N. As for the total energy: -18977.61533 eV.

Atoms and positions in Å:
C 1.563 -1.060 1.467
C 0.081 -1.246 1.254
O -0.438 -0.227 0.330
C -0.420 -0.619 -1.005
O -0.268 -1.798 -1.267
N -1.901 -0.115 -1.335
C -2.864 -0.692 -1.710
O -3.832 -1.118 -2.190
O 0.451 0.311 -1.748
N 0.804 1.465 -1.318
C 0.251 2.180 -0.451
C 0.921 3.311 0.010
N 1.485 4.118 0.601
H 1.633 -0.003 1.684
H 2.009 -1.755 2.328
H 2.008 -1.325 0.507
H -0.533 -1.133 2.160
H -0.173 -2.355 0.973
H -0.779 2.060 -0.290

Calculated atomic charges, method Mulliken, unit e:
1 C -0.85
2 C -0.39
3 O -0.31
4 C 0.62
5 O -0.72
6 N -0.37
7 C 0.55
8 O -0.56
9 O -0.19
10 N -0.33
11 C -0.05
12 C 0.28
13 N -0.52
14 H 0.21
15 H 0.32
16 H 0.23
17 H 0.32
18 H 0.26
19 H 0.49